ORCA calculation (the ωB97M-V functional and the def2-TZVPD basis) on a cluster of 6 separate species, C33H60N2O18 in total at a distorted geometry.

XYZ file:
```
113
Properties=species:S:1:pos:R:3:lowdin_charge:R:1
C 6.24 -2.17 1.90 -0.107
O 6.09 -2.18 0.43 -0.257
C 6.86 -1.09 -0.18 -0.216
C 6.02 0.36 -0.16 -0.177
C 6.32 1.19 1.22 -0.212
C 4.94 1.55 2.09 -0.219
C 3.97 2.66 1.33 -0.228
C 2.45 2.76 1.97 -0.179
C 1.31 1.98 1.03 -0.213
N 0.45 1.04 1.85 -0.084
C -0.75 0.53 1.10 -0.293
C -1.67 -0.30 2.19 -0.121
C -2.24 -1.74 1.65 -0.277
N -3.10 -2.37 2.74 -0.064
C -0.42 -0.30 -0.28 -0.152
O -1.56 -0.43 -1.21 -0.188
C -1.65 0.70 -2.15 -0.211
O -0.72 0.45 -3.30 -0.101
H 5.48 -1.41 2.39 0.091
H 7.33 -1.88 2.23 0.103
H 6.04 -3.26 2.28 0.094
H 7.92 -0.91 0.32 0.128
H 7.02 -1.38 -1.31 0.125
H 4.87 0.20 -0.38 0.114
H 6.44 0.99 -1.08 0.112
H 7.03 0.53 1.88 0.097
H 6.84 2.20 0.93 0.111
H 4.39 0.56 2.39 0.099
H 5.29 2.06 3.10 0.118
H 3.93 2.34 0.19 0.100
H 4.48 3.74 1.35 0.118
H 2.22 3.92 2.07 0.108
H 2.42 2.32 3.07 0.117
H 0.72 2.78 0.40 0.118
H 1.94 1.31 0.28 0.102
H 1.00 0.27 2.29 0.114
H -1.42 1.47 0.78 0.134
H -2.50 0.43 2.59 0.120
H -0.97 -0.53 3.13 0.118
H -2.93 -1.59 0.70 0.117
H -1.41 -2.52 1.35 0.113
H -2.49 -3.03 3.29 0.070
H -3.81 -2.95 2.24 0.058
H 0.46 0.18 -0.93 0.119
H -0.02 -1.38 0.00 0.139
H -2.74 0.64 -2.63 0.157
H -1.46 1.73 -1.63 0.118
H 0.10 1.01 -3.17 0.092
C 5.64 -7.90 -0.36 -0.015
C 5.30 -7.48 1.05 -0.343
C 5.09 -6.00 1.20 -0.115
O 5.45 -5.78 2.55 0.044
C 6.36 -6.75 2.88 -0.505
O 7.04 -6.74 3.89 0.132
O 6.39 -7.73 1.93 0.086
H 5.77 -8.98 -0.42 0.093
H 4.86 -7.60 -1.07 0.059
H 6.59 -7.46 -0.68 0.094
H 4.43 -8.05 1.42 0.162
H 4.05 -5.71 1.03 0.145
H 5.74 -5.40 0.56 0.140
C -8.00 0.86 1.19 -0.012
C -6.76 1.07 0.34 -0.344
C -5.82 -0.10 0.37 -0.113
O -4.56 0.50 0.14 0.042
C -4.66 1.78 0.61 -0.496
O -3.71 2.52 0.78 0.118
O -5.96 2.11 0.87 0.080
H -8.65 1.74 1.12 0.087
H -8.56 -0.02 0.86 0.093
H -7.74 0.75 2.24 0.097
H -7.04 1.34 -0.69 0.164
H -6.05 -0.83 -0.42 0.146
H -5.79 -0.62 1.33 0.142
C -5.98 7.63 0.28 -0.032
C -7.10 6.87 0.97 -0.336
C -6.75 5.45 1.29 -0.115
O -8.01 4.80 1.26 0.050
C -8.79 5.52 0.41 -0.508
O -9.86 5.14 -0.03 0.125
O -8.21 6.72 0.10 0.088
H -6.29 8.66 0.08 0.100
H -5.08 7.65 0.89 0.084
H -5.75 7.18 -0.69 0.096
H -7.44 7.41 1.86 0.162
H -6.28 5.35 2.27 0.148
H -6.10 4.98 0.54 0.135
C -1.11 4.61 -1.47 -0.024
C -2.24 5.58 -1.76 -0.342
C -1.81 6.75 -2.59 -0.114
O -2.71 7.77 -2.18 0.073
C -3.07 7.46 -0.89 -0.488
O -3.66 8.22 -0.14 0.086
O -2.68 6.20 -0.56 0.095
H -1.47 3.77 -0.88 0.058
H -0.67 4.22 -2.40 0.094
H -0.32 5.09 -0.89 0.095
H -3.09 5.05 -2.21 0.164
H -1.91 6.56 -3.66 0.145
H -0.79 7.09 -2.38 0.143
C 1.88 -7.61 -5.41 -0.021
C 1.73 -7.01 -4.02 -0.350
C 2.86 -6.10 -3.65 -0.113
O 2.89 -6.22 -2.23 0.054
C 2.40 -7.46 -1.94 -0.507
O 2.49 -7.99 -0.84 0.131
O 1.81 -8.03 -3.03 0.091
H 1.03 -8.26 -5.64 0.089
H 1.94 -6.83 -6.17 0.092
H 2.77 -8.24 -5.47 0.094
H 0.76 -6.52 -3.92 0.163
H 2.67 -5.06 -3.94 0.146
H 3.83 -6.41 -4.04 0.144
```

Its spin multiplicity is 1. The calculation puts the total energy at -75023.145 eV. The net charge is 0. Its LUMO energy is 0.06 eV. Its structure (SMILES) is COCCCCCCCN[C@H](CCN)COCO.C[C@@H]1COC(=O)O1.C[C@@H]1COC(=O)O1.C[C@@H]1COC(=O)O1.C[C@@H]1COC(=O)O1.C[C@@H]1COC(=O)O1.